No. 1
Formula: C45H105N15O15
Source: the OMol25 dataset
Level of theory: wB97M-V/def2-TZVPD

Computed properties:
* energy: -3727.40981 Eh
* multiplicity: 2
* energy above the lowest of the compared OMol25 structures with the same formula, charge and spin: 1036.0 kJ/mol
* orbital gap (spin up / spin down): 1.907 / 8.972 eV
* E_LUMO (spin up / spin down): 1.782 / 1.747 eV
* HOMO (spin up / spin down): -0.0046 / -0.2655 Ha
* expectation value of S²: 0.750
* charge: -1

Each line ends with the Löwdin charge.
Geometry (Å):
C  -14.542  23.795  6.091  -0.365
O  -14.891  24.818  6.668  -0.018
N  -13.375  23.245  6.207  -0.128
C  -13.073  21.968  5.460  -0.071
C  -12.272  23.635  7.064  -0.066
H  -15.189  23.200  5.428  0.116
H  -12.159  22.008  4.866  0.068
H  -13.838  21.617  4.768  0.060
H  -13.025  21.114  6.136  0.066
H  -12.343  23.289  8.095  0.077
H  -11.306  23.139  6.976  0.080
H  -12.031  24.691  7.190  0.076
C  -15.954  19.487  5.499  -0.332
O  -16.351  20.622  5.210  -0.046
N  -15.598  18.528  4.637  -0.165
C  -15.420  17.189  5.095  -0.161
C  -15.538  18.810  3.207  -0.175
H  -15.879  19.201  6.559  0.114
H  -14.528  16.687  4.721  0.068
H  -16.196  16.511  4.739  0.072
H  -15.407  17.137  6.183  0.079
H  -15.101  19.804  3.108  0.053
H  -14.975  18.108  2.592  0.043
H  -16.469  18.801  2.641  0.035
C  -20.329  19.943  11.102  -0.368
O  -20.111  18.764  11.223  0.020
N  -19.845  20.704  10.093  -0.148
C  -20.363  22.101  10.085  -0.047
C  -19.003  20.178  8.979  -0.010
H  -20.970  20.439  11.847  0.134
H  -21.227  22.303  10.718  0.077
H  -20.671  22.279  9.055  0.061
H  -19.580  22.807  10.359  0.052
H  -18.619  19.229  9.352  0.090
H  -19.596  19.925  8.100  0.067
H  -18.142  20.819  8.784  0.061
C  -22.831  18.093  8.885  -0.348
O  -23.465  17.144  9.355  -0.017
N  -23.477  19.199  8.570  -0.135
C  -22.782  20.364  7.956  -0.037
C  -24.940  19.447  8.887  -0.011
H  -21.785  18.185  8.555  0.136
H  -21.693  20.367  8.011  0.054
H  -23.112  21.252  8.496  0.066
H  -23.010  20.418  6.891  0.068
H  -25.431  19.857  8.005  0.053
H  -25.477  18.546  9.182  0.083
H  -25.165  20.132  9.704  0.075
C  -20.857  26.775  9.389  -0.293
O  -20.005  26.529  8.475  -0.032
N  -20.755  26.377  10.657  -0.208
C  -21.776  26.635  11.687  -0.035
C  -19.767  25.466  11.068  -0.064
H  -21.746  27.422  9.339  0.137
H  -22.112  27.648  11.465  0.088
H  -21.258  26.825  12.627  0.095
H  -22.639  25.976  11.777  0.062
H  -19.282  25.836  11.971  0.101
H  -20.333  24.569  11.316  0.074
H  -19.006  25.218  10.328  0.083
C  -17.237  28.917  2.445  -0.341
O  -18.191  28.306  2.017  0.017
N  -16.213  28.394  3.173  -0.180
C  -15.110  29.196  3.700  -0.059
C  -16.267  26.978  3.492  -0.047
H  -17.024  29.991  2.331  0.125
H  -15.129  29.350  4.779  0.087
H  -15.116  30.183  3.238  0.074
H  -14.162  28.866  3.275  0.087
H  -17.152  26.417  3.191  0.064
H  -15.394  26.447  3.113  0.086
H  -16.194  26.842  4.571  0.083
C  -16.358  22.635  2.756  -0.372
O  -16.427  23.685  3.378  -0.028
N  -16.178  22.459  1.453  -0.157
C  -16.353  21.172  0.712  -0.096
C  -15.927  23.639  0.556  -0.021
H  -16.411  21.673  3.290  0.098
H  -17.016  21.388  -0.125  0.070
H  -16.780  20.395  1.346  0.039
H  -15.349  20.833  0.458  0.058
H  -14.936  23.399  0.169  0.079
H  -16.671  23.641  -0.240  0.072
H  -15.888  24.560  1.138  0.076
C  -22.252  26.750  4.539  -0.284
O  -21.368  27.543  4.992  -0.033
N  -22.802  26.800  3.272  -0.169
C  -23.510  25.575  2.762  -0.054
C  -22.262  27.639  2.212  -0.044
H  -22.626  25.895  5.124  0.118
H  -24.435  25.970  2.342  0.084
H  -23.804  24.874  3.543  0.057
H  -23.013  25.041  1.952  0.065
H  -21.643  28.444  2.608  0.090
H  -21.708  27.015  1.511  0.085
H  -23.046  28.144  1.646  0.084
C  -16.662  21.264  11.142  -0.372
O  -16.478  20.200  11.751  -0.028
N  -15.994  21.483  10.027  -0.156
C  -16.235  22.792  9.353  -0.042
C  -15.054  20.487  9.329  0.017
H  -17.389  22.031  11.452  0.133
H  -16.699  22.517  8.406  0.068
H  -15.286  23.295  9.169  0.077
H  -16.909  23.521  9.802  0.069
H  -15.594  19.961  8.542  0.057
H  -14.173  20.924  8.859  0.071
H  -14.725  19.839  10.141  0.081
C  -24.638  23.805  11.525  -0.359
O  -25.634  23.715  12.222  0.004
N  -24.657  23.760  10.179  -0.174
C  -23.478  24.340  9.489  -0.045
C  -25.768  23.282  9.345  -0.017
H  -23.654  24.103  11.918  0.115
H  -23.782  25.148  8.823  0.094
H  -23.077  23.547  8.859  0.050
H  -22.581  24.654  10.022  0.057
H  -26.117  24.188  8.848  0.096
H  -25.348  22.455  8.773  0.057
H  -26.559  22.871  9.973  0.091
C  -18.996  25.142  0.774  -0.296
O  -18.615  25.483  -0.406  -0.067
N  -19.757  24.064  1.014  -0.137
C  -20.183  23.154  -0.125  -0.023
C  -20.347  23.798  2.310  -0.051
H  -18.764  25.756  1.658  0.117
H  -20.238  23.718  -1.056  0.079
H  -21.198  22.777  0.000  0.074
H  -19.523  22.303  -0.296  0.068
H  -21.421  23.841  2.128  0.060
H  -20.142  22.862  2.831  0.054
H  -20.180  24.570  3.061  0.089
C  -26.014  20.581  4.971  -0.334
O  -26.620  19.796  4.273  0.019
N  -25.395  21.719  4.522  -0.161
C  -24.704  22.608  5.451  -0.055
C  -25.367  22.047  3.059  -0.027
H  -25.844  20.491  6.055  0.107
H  -24.939  23.651  5.238  0.079
H  -23.632  22.410  5.434  0.071
H  -25.025  22.311  6.449  0.059
H  -25.461  23.092  2.764  0.068
H  -24.392  21.729  2.691  0.065
H  -26.029  21.471  2.413  0.082
C  -21.801  19.833  3.406  -0.303
O  -22.401  19.480  4.471  -0.063
N  -20.475  19.805  3.280  -0.182
C  -19.864  20.344  2.111  -0.104
C  -19.569  19.191  4.298  -0.010
H  -22.392  20.217  2.560  0.123
H  -19.352  19.495  1.658  0.065
H  -19.134  21.102  2.396  0.069
H  -20.664  20.611  1.420  0.078
H  -20.127  19.026  5.220  0.077
H  -19.143  18.240  3.980  0.080
H  -18.848  19.986  4.490  0.058
C  -15.665  26.316  9.536  -0.320
O  -16.293  26.119  10.592  -0.040
N  -14.425  26.819  9.528  -0.175
C  -13.841  27.162  10.782  -0.072
C  -13.844  27.355  8.284  -0.041
H  -16.166  26.271  8.556  0.133
H  -14.360  26.803  11.671  0.085
H  -13.809  28.219  11.045  0.088
H  -12.815  26.795  10.773  0.088
H  -13.775  28.442  8.328  0.081
H  -12.822  26.997  8.158  0.077
H  -14.489  27.108  7.441  0.066
C  -20.789  24.082  6.633  -0.280
O  -21.626  23.197  6.964  -0.073
N  -19.602  23.781  6.063  -0.159
C  -18.574  24.759  5.830  -0.047
C  -19.245  22.421  5.716  -0.036
H  -20.982  25.165  6.583  0.112
H  -17.741  24.513  5.172  0.067
H  -18.136  25.064  6.781  0.085
H  -19.064  25.616  5.369  0.085
H  -19.052  22.341  4.646  0.067
H  -18.374  22.186  6.328  0.082
H  -19.999  21.661  5.921  0.078

No. 2
Formula: C2H8S3
Source: the OMol25 dataset
Level of theory: wB97M-V/def2-TZVPD

Computed properties:
* energy: -1275.19980 Eh
* multiplicity: 2
* energy above the lowest of the compared OMol25 structures with the same formula, charge and spin: 62.2 kJ/mol
* orbital gap (spin up / spin down): 5.231 / 1.886 eV
* E_LUMO (spin up / spin down): -5.738 / -9.080 eV
* HOMO (spin up / spin down): -0.4031 / -0.4030 Ha
* expectation value of S²: 0.755
* charge: +1

Each line ends with the Löwdin charge.
Geometry (Å):
S  4.688  2.419  2.728  0.605
S  4.858  3.963  1.436  0.607
H  5.411  1.588  1.953  -0.104
H  5.019  3.097  0.418  -0.108
C  -3.138  -1.513  -1.194  -0.186
C  -1.945  -1.378  -0.274  -0.621
S  -1.139  0.256  -0.425  0.657
H  -3.745  -2.378  -0.918  0.074
H  -3.791  -0.653  -1.064  0.062
H  -2.879  -1.577  -2.248  0.072
H  -1.233  -2.184  -0.452  0.068
H  -2.186  -1.448  0.783  0.051
H  0.080  -0.192  -0.743  -0.176